1.
C3H6N4 | the ωB97M-V functional and the def2-TZVPD basis

Values from the calculation:
LUMO: 0.75 eV
E_HOMO: -0.311 Ha

Each line ends with the natural charge from an NBO analysis.
Geometry (Å):
C: -0.902 0.430 2.270  -0.396
C: -0.754 0.358 -0.195  -0.071
C: 0.123 0.018 -1.050  0.174
H: -1.883 0.811 1.783  0.217
H: -0.091 1.416 2.782  0.219
H: -1.102 -0.463 2.966  0.235
H: -1.958 0.987 -0.170  0.200
H: 1.052 -0.400 -3.032  0.410
H: -0.779 -0.318 -2.849  0.373
N: -0.337 0.098 1.008  -0.249
N: 0.273 0.015 -2.525  -0.859
N: 1.160 -0.660 -0.370  -0.203
N: 0.899 -0.434 0.797  -0.049

2.
C6H9N2S | the ωB97M-V functional and the def2-TZVPD basis

Values from the calculation:
LUMO: -5.34 eV
E_HOMO: -0.498 Ha
net charge: +1

Each line ends with the natural charge from an NBO analysis.
Geometry (Å):
C: -0.088 0.043 2.708  -0.247
C: -0.364 -1.922 -1.725  -0.302
C: 0.410 -1.111 2.228  -0.327
C: 0.237 -1.452 0.838  -0.190
C: 0.165 0.058 -0.654  0.609
C: -0.021 2.359 -1.284  -0.435
N: -0.034 -0.606 -1.636  -0.434
N: 0.319 1.360 -0.377  -0.622
S: -0.115 -2.742 0.021  0.610
H: 0.095 0.310 3.801  0.251
H: -0.781 0.531 2.121  0.205
H: -1.358 -1.997 -2.060  0.246
H: 0.265 -2.341 -2.511  0.253
H: 1.002 -1.880 2.667  0.253
H: 0.862 2.807 -1.731  0.228
H: -0.823 3.085 -0.746  0.230
H: -0.401 1.943 -2.266  0.242
H: 0.630 1.555 0.606  0.430

3.
C9H7Cl2NO3ScTm | the ωB97M-V functional and the def2-TZVPD basis

Values from the calculation:
LUMO (alpha / beta): -16.47 / -16.46 eV
multiplicity: 3
E_HOMO (alpha / beta): -0.800 / -0.800 Ha
net charge: +4

Each line ends with the Löwdin spin population.
Geometry (Å):
Tm: 3.225 1.831 -1.490  2.010
Sc: -0.913 -0.208 0.450  0.000
Cl: 1.541 2.468 0.161  -0.008
Cl: 0.642 -0.962 -1.127  0.000
C: -2.049 -1.865 -0.242  0.000
C: 2.699 3.796 -2.405  -0.002
C: 1.857 1.553 -3.318  -0.001
O: -2.570 -2.772 -0.762  0.000
O: 2.091 4.768 -2.593  0.001
O: 1.059 1.428 -4.138  0.000
N: 0.572 -0.447 2.092  0.000
C: -0.449 -1.085 2.900  0.000
C: -0.175 -2.257 3.595  0.000
C: -1.261 -3.000 4.040  0.000
C: -2.573 -2.550 3.811  0.000
C: -2.827 -1.351 3.152  0.000
C: -1.738 -0.565 2.716  0.000
H: 1.424 -1.003 1.969  0.000
H: 0.899 0.455 2.463  0.000
H: 0.853 -2.575 3.759  0.000
H: -1.101 -3.951 4.551  0.000
H: -3.414 -3.151 4.172  0.000
H: -3.843 -0.996 2.950  0.000
H: -1.939 0.451 2.271  0.000

4.
C11H38B2N2O3Ti | the ωB97M-V functional and the def2-TZVPD basis

Values from the calculation:
LUMO (alpha / beta): 2.63 / 2.56 eV
multiplicity: 4
E_HOMO (alpha / beta): -0.010 / -0.201 Ha
net charge: -1

Each line ends with the Löwdin spin population.
Geometry (Å):
Ti: 0.021 0.298 1.248  2.414
B: -1.564 2.504 1.293  0.031
H: -0.420 2.641 1.311  0.010
H: -1.813 1.641 2.039  0.003
H: -2.060 3.458 1.733  0.002
H: -1.996 2.241 0.245  0.005
B: 0.747 0.780 3.461  0.059
H: 0.483 -0.288 3.163  0.016
H: 0.052 1.500 2.938  0.007
H: 0.724 0.894 4.612  0.004
H: 1.853 0.936 3.124  0.010
C: -3.098 -3.095 2.279  0.005
C: -1.908 -2.652 1.414  0.022
C: -2.207 -3.054 -0.041  0.005
O: -1.068 -2.899 -0.859  0.018
C: -1.242 -3.503 -2.131  0.005
N: -1.818 -1.183 1.695  0.055
H: -4.108 -2.754 2.038  0.001
H: -2.968 -2.740 3.303  0.001
H: -3.164 -4.190 2.363  0.001
H: -0.965 -3.113 1.704  0.011
H: -3.030 -2.399 -0.358  0.002
H: -2.526 -4.096 -0.078  0.001
H: -1.978 -2.856 -2.632  0.000
H: -1.533 -4.546 -2.266  0.000
H: -0.340 -3.340 -2.724  0.002
H: -2.715 -0.753 1.452  0.006
H: -1.810 -0.942 2.683  0.007
C: -1.175 0.984 -3.272  0.004
C: -0.174 0.835 -2.092  0.017
C: 0.347 2.187 -1.638  0.026
O: 0.929 2.827 -2.769  0.006
C: 1.202 4.176 -2.506  0.001
N: -0.818 0.146 -0.969  0.062
H: -0.796 1.615 -4.074  0.000
H: -2.176 1.327 -3.001  0.002
H: -1.288 -0.046 -3.628  0.001
H: 0.644 0.236 -2.500  0.003
H: 1.123 2.014 -0.879  0.022
H: -0.447 2.730 -1.121  0.002
H: 0.325 4.726 -2.162  0.000
H: 1.597 4.702 -3.381  0.000
H: 2.038 4.277 -1.801  0.000
H: -0.858 -0.854 -1.107  0.013
H: -1.782 0.480 -0.967  0.007
C: 3.423 -0.904 -0.743  0.019
C: 3.570 -0.411 0.690  0.008
C: 3.870 1.099 0.874  0.011
O: 2.339 -0.725 1.357  0.066
H: 4.386 -0.894 -1.258  0.001
H: 2.672 -0.309 -1.262  0.008
H: 3.092 -1.943 -0.740  0.004
H: 4.380 -0.943 1.206  0.001
H: 3.256 1.594 0.108  0.005
H: 4.925 1.254 0.649  0.001
H: 3.469 1.566 1.771  0.003
H: 2.378 -0.237 2.205  0.005

5.
C4H4LiO5Rb | the ωB97M-V functional and the def2-TZVPD basis

Values from the calculation:
LUMO (alpha / beta): -0.46 / -0.46 eV
E_HOMO (alpha / beta): -0.175 / -0.175 Ha

Each line ends with the natural charge from an NBO analysis.
Geometry (Å):
O: 1.010 0.980 0.610  -0.498
C: 0.089 1.697 1.214  0.973
C: 0.593 0.795 -0.913  -0.099
O: -0.166 1.589 2.398  -0.642
O: -0.766 2.227 0.348  -0.483
C: -0.319 2.026 -1.003  -0.112
H: 0.191 0.031 -1.588  0.248
H: 1.601 0.839 -1.338  0.192
H: -1.203 1.862 -1.626  0.207
H: 0.231 2.917 -1.326  0.181
O: -1.173 -2.615 -0.693  -0.867
C: -0.402 -2.221 0.242  0.300
O: 0.261 -3.170 0.869  -0.998
Rb: 0.491 -1.898 3.502  0.919
Li: -0.437 -5.059 -0.696  0.678

6.
C5H10AgNO4 | the ωB97M-V functional and the def2-TZVPD basis

Values from the calculation:
LUMO: -2.19 eV
E_HOMO: -0.337 Ha

Each line ends with the natural charge from an NBO analysis.
Geometry (Å):
C: 3.117 0.691 0.258  -0.624
C: 2.163 -0.344 -0.307  0.072
O: 1.836 0.044 -1.628  -0.718
C: 0.919 -0.424 0.558  -0.091
O: -0.068 -1.297 0.042  -0.424
N: -1.086 -0.582 -0.652  -0.339
C: -2.231 -0.434 0.213  -0.362
C: -3.305 0.496 -0.421  0.698
O: -4.415 0.549 0.253  -0.851
O: -3.053 1.057 -1.465  -0.624
H: 2.769 1.675 -0.045  0.220
H: 3.122 0.654 1.346  0.202
H: 4.129 0.545 -0.102  0.220
H: 2.651 -1.324 -0.313  0.156
H: 0.992 -0.348 -1.870  0.478
H: 1.198 -0.785 1.547  0.183
H: 0.512 0.585 0.665  0.175
H: -1.313 -1.130 -1.470  0.361
H: -2.724 -1.370 0.479  0.205
H: -1.824 0.004 1.132  0.158
Ag: -3.389 1.741 1.778  0.904

Repeat the third record exactly.
C9H7Cl2NO3ScTm | the ωB97M-V functional and the def2-TZVPD basis

Values from the calculation:
LUMO (alpha / beta): -16.47 / -16.46 eV
multiplicity: 3
E_HOMO (alpha / beta): -0.800 / -0.800 Ha
net charge: +4

Each line ends with the Löwdin spin population.
Geometry (Å):
Tm: 3.225 1.831 -1.490  2.010
Sc: -0.913 -0.208 0.450  0.000
Cl: 1.541 2.468 0.161  -0.008
Cl: 0.642 -0.962 -1.127  0.000
C: -2.049 -1.865 -0.242  0.000
C: 2.699 3.796 -2.405  -0.002
C: 1.857 1.553 -3.318  -0.001
O: -2.570 -2.772 -0.762  0.000
O: 2.091 4.768 -2.593  0.001
O: 1.059 1.428 -4.138  0.000
N: 0.572 -0.447 2.092  0.000
C: -0.449 -1.085 2.900  0.000
C: -0.175 -2.257 3.595  0.000
C: -1.261 -3.000 4.040  0.000
C: -2.573 -2.550 3.811  0.000
C: -2.827 -1.351 3.152  0.000
C: -1.738 -0.565 2.716  0.000
H: 1.424 -1.003 1.969  0.000
H: 0.899 0.455 2.463  0.000
H: 0.853 -2.575 3.759  0.000
H: -1.101 -3.951 4.551  0.000
H: -3.414 -3.151 4.172  0.000
H: -3.843 -0.996 2.950  0.000
H: -1.939 0.451 2.271  0.000